DFT (ωB97M-V with the def2-TZVPD basis set) results for 2 unconnected molecules or ions with the total composition H2N2O2S in a non-equilibrium geometry.

XYZ file:
```
7
Properties=species:S:1:pos:R:3
N 1.05 1.34 -0.02
N 0.80 0.24 0.14
O -2.30 1.79 -0.57
O -0.58 -0.36 -0.17
S -1.45 3.02 -0.55
H 1.32 -0.70 0.45
H -1.24 0.31 -0.65
```

Results
LUMO level (spin up / spin down)	-0.0657 / -0.0652	Ha
HOMO energy (spin up / spin down)	-9.40 / -9.16	eV
multiplicity	1
orbital gap (spin up / spin down)	7.6 / 7.4	eV
ΔE to the lowest compared entry with this formula, charge and spin	3.181	eV
net charge	0

***

DFT (ωB97M-V with the def2-TZVPD basis set) results for CH6NPS in the gas phase in a non-equilibrium geometry.

XYZ file:
```
10
Properties=species:S:1:pos:R:3
C 1.06 0.28 0.49
S -0.14 -0.34 -0.55
N -0.82 -1.12 0.60
P -1.14 1.33 -1.39
H 1.08 1.38 0.48
H 2.11 0.06 0.26
H 0.47 -0.19 1.23
H 0.67 -1.12 -1.55
H -1.67 -1.65 0.53
H -1.62 1.37 -0.09
```

Results
LUMO level	0.0002	Ha
HOMO energy	-7.46	eV
multiplicity	1
orbital gap	7.5	eV
ΔE to the lowest compared entry with this formula, charge and spin	5.647	eV
net charge	0
SMILES string	C[S@@H](=N)=P

***

DFT (ωB97M-V with the def2-TZVPD basis set) results for a molecular structure, C18H24CrN3O6S.

XYZ file:
```
53
Properties=species:S:1:pos:R:3
Cr 1.28 -0.34 -0.66
O -0.66 -2.14 -1.91
C 0.10 -3.28 -2.26
C 1.20 -3.62 -1.27
N 2.17 -2.55 -1.09
C 3.00 -2.77 0.09
C 3.67 -1.49 0.63
O 4.70 -1.63 1.28
O 3.07 -0.40 0.35
C 2.98 -2.31 -2.29
C 2.86 -0.93 -2.98
O 3.51 -0.79 -4.01
O 2.08 -0.06 -2.46
H -0.81 -2.12 -0.95
H -0.55 -4.17 -2.35
H 0.51 -3.07 -3.25
H 0.74 -3.82 -0.30
H 1.68 -4.56 -1.59
H 2.35 -3.12 0.90
H 3.76 -3.54 -0.07
H 4.04 -2.47 -2.07
H 2.73 -3.04 -3.07
C -0.40 3.36 2.63
C -1.23 2.23 3.21
N -0.70 0.90 2.90
C 0.07 0.22 3.94
C 1.56 0.55 3.89
C -0.81 0.41 1.65
S -0.08 -1.10 1.28
N -1.57 1.13 0.81
C -1.39 1.12 -0.51
O -0.38 0.74 -1.14
C -2.51 1.71 -1.31
C -3.65 2.23 -0.70
C -4.68 2.76 -1.46
C -4.57 2.77 -2.85
C -3.43 2.26 -3.46
C -2.41 1.73 -2.70
H -0.86 4.32 2.87
H -0.34 3.28 1.55
H 0.61 3.36 3.04
H -2.25 2.28 2.82
H -1.28 2.30 4.29
H -0.07 -0.85 3.82
H -0.36 0.51 4.90
H 1.98 0.28 2.91
H 2.09 -0.02 4.65
H 1.74 1.61 4.06
H -3.72 2.20 0.38
H -5.56 3.16 -0.99
H -5.37 3.19 -3.45
H -3.35 2.27 -4.54
H -1.52 1.32 -3.15
```

Results
LUMO level (spin up / spin down)	0.0972 / 0.0972	Ha
HOMO energy (spin up / spin down)	-4.35 / -5.89	eV
multiplicity	5
orbital gap (spin up / spin down)	7.0 / 8.5	eV
ΔE to the lowest compared entry with this formula, charge and spin	0.000	eV
net charge	-1
⟨S²⟩	6.011

***

DFT (ωB97M-V with the def2-TZVPD basis set) results for a molecular structure, C35H58BCuI2O3Sb.

XYZ file:
```
101
Properties=species:S:1:pos:R:3
Cu 1.77 0.85 0.56
I 4.51 0.82 2.92
C 2.91 -0.25 3.79
I 1.16 0.91 4.11
H 3.24 -0.63 4.74
H 2.63 -1.04 3.10
C -2.89 0.40 3.26
C -3.46 1.05 1.99
C -4.86 0.51 1.74
C -3.53 2.56 2.25
Sb -1.94 0.71 0.41
C -2.69 1.95 -1.25
C -4.21 2.06 -1.41
C -2.11 1.39 -2.55
C -2.09 3.34 -1.02
C -2.41 -1.34 -0.26
C -3.74 -1.54 -0.99
C -1.27 -1.76 -1.19
C -2.36 -2.23 0.98
H -3.56 0.61 4.11
H -1.91 0.80 3.50
H -2.80 -0.68 3.17
H -5.52 0.79 2.57
H -4.87 -0.58 1.67
H -5.30 0.91 0.82
H -4.13 2.75 3.14
H -3.99 3.10 1.42
H -2.54 2.98 2.42
H -4.68 1.08 -1.55
H -4.44 2.67 -2.29
H -4.68 2.53 -0.55
H -2.59 0.45 -2.85
H -1.03 1.22 -2.48
H -2.27 2.11 -3.36
H -2.47 3.81 -0.11
H -2.34 3.99 -1.87
H -1.00 3.30 -0.94
H -3.78 -0.98 -1.93
H -4.60 -1.24 -0.38
H -3.86 -2.60 -1.23
H -1.27 -1.21 -2.13
H -1.38 -2.83 -1.44
H -0.30 -1.62 -0.72
H -3.22 -2.06 1.64
H -1.44 -2.07 1.56
H -2.38 -3.28 0.68
C -0.22 4.22 2.28
C 1.05 5.04 2.03
C 2.20 4.56 2.91
C 1.45 5.08 0.57
C 1.49 6.31 -0.08
C 1.90 6.42 -1.40
C 2.30 5.27 -2.06
C 2.28 4.02 -1.46
C 2.78 2.83 -2.27
C 1.67 1.82 -2.58
C 4.02 2.17 -1.67
C 1.81 3.89 -0.12
O 1.68 2.74 0.49
H -0.48 4.24 3.34
H -0.07 3.18 1.97
H -1.06 4.63 1.71
H 0.83 6.07 2.31
H 2.50 3.55 2.64
H 1.91 4.56 3.97
H 3.07 5.21 2.79
H 1.20 7.19 0.47
H 1.93 7.38 -1.90
H 2.65 5.34 -3.09
H 3.09 3.25 -3.24
H 1.26 1.39 -1.67
H 2.06 1.00 -3.19
H 0.86 2.31 -3.13
H 3.81 1.75 -0.68
H 4.82 2.91 -1.56
H 4.37 1.36 -2.31
C 3.48 -6.96 -1.81
C 2.00 -6.80 -1.44
C 1.55 -8.09 -0.74
C 1.18 -6.65 -2.73
C 1.81 -5.56 -0.57
C 1.27 -5.63 0.71
C 1.08 -4.49 1.50
C 1.46 -3.28 0.97
O 1.37 -2.03 1.50
B 1.84 -1.10 0.50
O 2.27 -1.90 -0.60
C 2.00 -3.20 -0.30
C 2.19 -4.31 -1.08
H 3.63 -7.84 -2.44
H 4.09 -7.07 -0.90
H 3.85 -6.09 -2.35
H 1.71 -8.94 -1.41
H 0.49 -8.05 -0.49
H 2.11 -8.27 0.17
H 1.31 -7.53 -3.37
H 1.49 -5.77 -3.30
H 0.12 -6.54 -2.50
H 0.97 -6.58 1.12
H 0.65 -4.55 2.49
H 2.61 -4.21 -2.08
```

Results
LUMO level	0.0817	Ha
HOMO energy	-4.21	eV
multiplicity	1
orbital gap	6.4	eV
ΔE to the lowest compared entry with this formula, charge and spin	0.000	eV
net charge	-1

***

DFT (ωB97M-V with the def2-TZVPD basis set) results for C6H8O2 in the gas phase in a non-equilibrium geometry.

XYZ file:
```
16
Properties=species:S:1:pos:R:3
C -1.36 0.09 -0.75
O -1.41 -1.10 0.11
C -0.16 -1.23 0.76
O 0.72 -1.59 -0.04
C 1.35 -0.40 -0.60
C 0.92 0.84 0.28
C -0.49 1.04 -0.04
C -0.03 0.33 1.22
H -0.77 -0.27 -1.72
H -2.40 0.47 -0.76
H -0.43 -1.88 1.63
H 2.34 -0.51 -0.51
H 1.21 -0.41 -1.70
H 1.70 1.65 0.19
H -0.97 1.95 -0.08
H -0.22 1.02 2.02
```

Results
LUMO level	0.0348	Ha
HOMO energy	-9.64	eV
multiplicity	1
orbital gap	10.6	eV
ΔE to the lowest compared entry with this formula, charge and spin	4.093	eV
net charge	0
SMILES string	C1O[C@H]2OC[C@H]3[C@@H]1[C@@H]23

***

DFT (ωB97M-V with the def2-TZVPD basis set) results for a molecular structure, C16H27BF11NO16S3Zr in a non-equilibrium geometry.

XYZ file:
```
76
Properties=species:S:1:pos:R:3
Zr 3.64 -16.85 -20.05
N 1.55 -16.38 -20.08
S 0.67 -15.28 -20.81
O 0.10 -14.22 -20.01
O 0.19 -15.59 -22.13
F 2.02 -14.50 -21.27
S 0.04 -17.02 -19.32
O -1.19 -17.24 -20.02
O -0.03 -16.64 -17.95
F 0.70 -18.49 -19.22
B 4.26 -16.44 -22.15
H 4.60 -17.43 -21.77
H 3.15 -16.38 -22.05
H 4.69 -15.69 -21.46
H 4.61 -16.22 -23.20
O 1.83 -14.69 -17.08
C 2.55 -13.65 -17.64
C 4.01 -13.97 -18.16
O 4.16 -15.03 -19.06
H 2.70 -12.78 -16.99
H 2.08 -13.32 -18.58
H 4.61 -14.25 -17.29
H 4.62 -13.14 -18.55
C 8.11 -13.73 -20.70
C 7.11 -14.86 -20.59
O 7.80 -16.01 -20.08
C 7.18 -17.08 -19.65
O 5.98 -17.28 -19.63
C 8.09 -18.18 -19.07
F 8.02 -19.27 -19.80
F 9.35 -17.76 -18.94
F 7.63 -18.43 -17.84
H 8.72 -13.85 -21.60
H 8.86 -13.78 -19.91
H 7.69 -12.74 -20.85
H 6.56 -15.06 -21.51
H 6.31 -14.56 -19.91
C 2.06 -14.63 -25.34
C 2.97 -15.42 -26.28
O 3.90 -14.63 -27.03
C 3.50 -13.91 -28.07
O 2.38 -13.97 -28.50
C 4.54 -13.01 -28.74
F 4.46 -13.13 -30.07
F 4.24 -11.74 -28.42
F 5.80 -13.27 -28.41
H 1.43 -14.00 -25.97
H 2.60 -14.04 -24.61
H 1.42 -15.37 -24.87
H 2.40 -16.09 -26.93
H 3.67 -16.02 -25.70
C 3.26 -22.63 -20.33
C 2.53 -21.31 -20.08
O 1.89 -20.84 -21.29
C 2.10 -19.60 -21.74
O 2.76 -18.82 -21.10
C 1.44 -19.31 -23.12
F 0.21 -18.86 -22.78
F 2.09 -18.38 -23.78
F 1.25 -20.40 -23.83
H 4.20 -22.59 -20.87
H 2.52 -23.28 -20.81
H 3.42 -23.19 -19.40
H 3.27 -20.58 -19.77
H 1.81 -21.35 -19.27
C 5.91 -18.98 -24.29
C 7.15 -18.36 -23.67
O 7.49 -19.17 -22.57
S 6.45 -20.35 -22.26
O 5.48 -19.99 -21.26
O 7.15 -21.60 -22.15
O 5.76 -20.25 -23.72
H 5.92 -19.05 -25.38
H 5.05 -18.35 -24.04
H 6.82 -17.35 -23.41
H 7.97 -18.28 -24.38
```

Results
LUMO level	-0.0816	Ha
HOMO energy	-6.15	eV
multiplicity	1
orbital gap	3.9	eV
ΔE to the lowest compared entry with this formula, charge and spin	5.060	eV
net charge	0

***

DFT (ωB97M-V with the def2-TZVPD basis set) results for 5 unconnected molecules or ions with the total composition C14H29BF2O22S5Si in a non-equilibrium geometry.

XYZ file:
```
74
Properties=species:S:1:pos:R:3
C 1.77 -3.07 -3.30
C 0.61 -1.93 -2.99
B -0.29 -1.51 -4.30
O -1.70 -2.04 -4.36
Si 0.26 -0.37 -5.76
F 0.27 1.36 -5.37
C 1.97 -0.79 -6.53
C 3.27 -0.24 -5.68
O 3.63 1.06 -5.85
F 4.12 -1.04 -4.77
H 2.54 -3.08 -2.41
H 2.30 -2.78 -4.32
H 1.24 -4.12 -3.39
H -0.13 -2.44 -2.22
H 1.05 -0.99 -2.41
H -2.26 -1.19 -4.31
H -0.74 -0.56 -6.85
H 2.11 -1.95 -6.79
H 2.01 -0.23 -7.58
C 4.91 1.06 -1.50
C 5.62 0.08 -0.57
O 4.66 -0.25 0.43
S 3.17 -0.20 -0.23
O 2.80 -1.55 -0.58
O 2.34 0.66 0.58
O 3.57 0.59 -1.59
H 4.89 2.07 -1.06
H 5.37 1.11 -2.49
H 6.52 0.51 -0.12
H 5.89 -0.84 -1.10
C 1.45 4.38 0.82
C 1.86 3.60 2.07
O 2.59 4.53 2.86
S 1.99 6.03 2.62
O 1.07 6.33 3.69
O 3.08 6.91 2.25
O 1.13 5.69 1.28
H 2.28 4.46 0.12
H 0.59 3.93 0.32
H 2.47 2.73 1.84
H 0.98 3.29 2.65
C -3.68 5.89 0.75
C -3.45 7.33 0.29
O -2.03 7.49 0.29
S -1.33 6.06 -0.08
O -1.02 6.07 -1.49
O -0.36 5.75 0.95
O -2.64 5.12 0.15
H -3.58 5.81 1.84
H -4.66 5.52 0.44
H -3.92 8.06 0.95
H -3.80 7.48 -0.73
C 0.41 -2.03 1.74
C 0.79 -2.41 3.17
O -0.39 -2.18 3.94
S -1.70 -2.47 3.01
O -2.16 -3.81 3.29
O -2.56 -1.31 3.06
O -0.93 -2.48 1.57
H 0.43 -0.94 1.60
H 1.07 -2.50 1.00
H 1.62 -1.81 3.55
H 1.03 -3.47 3.25
C -4.92 -5.99 3.28
C -4.21 -6.97 4.21
O -5.17 -7.30 5.21
S -6.66 -7.26 4.55
O -7.03 -8.61 4.19
O -7.49 -6.40 5.36
O -6.26 -6.46 3.19
H -4.94 -4.99 3.72
H -4.46 -5.95 2.29
H -3.31 -6.55 4.66
H -3.94 -7.90 3.68
```

Results
LUMO level	-0.0381	Ha
HOMO energy	-8.41	eV
multiplicity	1
orbital gap	7.4	eV
net charge	0

***

DFT (ωB97M-V with the def2-TZVPD basis set) results for 2 unconnected molecules or ions with the total composition C3H7NO3 in a non-equilibrium geometry.

XYZ file:
```
14
Properties=species:S:1:pos:R:3
C -0.28 -1.00 -0.68
C -0.46 -0.51 -2.07
C 0.46 1.01 1.16
N -0.40 -2.12 -0.22
O 0.01 0.15 2.16
O 1.82 1.10 1.16
O -0.37 2.03 0.62
H 0.30 0.35 -2.11
H -0.13 -1.26 -2.80
H -1.45 -0.27 -2.25
H -0.48 -2.24 0.79
H -0.78 -0.36 1.93
H 2.16 0.19 1.30
H -0.41 2.94 1.00
```

Results
LUMO level (spin up / spin down)	0.0174 / 0.0156	Ha
HOMO energy (spin up / spin down)	-7.23 / -6.86	eV
multiplicity	1
orbital gap (spin up / spin down)	7.7 / 7.3	eV
ΔE to the lowest compared entry with this formula, charge and spin	5.904	eV
net charge	0

***

no.,electronic energy (eV)
1,-17937.3919
2,-22743.1320
3,-75073.5710
4,-111438.2470
5,-10442.6334
6,-115627.0377
7,-128186.6500
8,-10852.4633